Run one
# C6H14O

A 2-piece molecular cluster, C6H14O overall (wB97M-V/def2-TZVPD, the Open Molecules 2025 dataset).

**Multiplicity**: 1
**LUMO level**: 0.0308 hartree
**Charge**: 0
**HOMO level**: -9.1 eV

Atoms and positions in Å:
C 0.7723 0.1789 -1.5337
C 0.5043 0.1895 -0.1956
C 0.7686 -0.7723 0.8844
C 1.0045 -2.2975 0.3963
C -0.4010 1.4064 0.2014
C 0.3360 2.7669 0.1165
H 1.2410 -0.7279 -1.9689
H 0.4912 1.0738 -2.0119
H 0.0390 -0.7435 1.7084
H 1.5856 -0.4415 1.4899
H 1.7891 -2.4222 -0.4008
H 0.1780 -2.7312 -0.2346
H 1.2098 -2.7300 1.3723
H -0.8525 1.1457 1.2264
H -1.1554 1.6191 -0.5721
H -0.0037 3.4565 -0.6240
H 1.3581 2.5126 -0.1337
H 0.2082 3.1584 1.2204
O -2.4766 -1.2131 0.0721
H -2.6148 -0.7739 -0.8021
H -1.5685 -1.5228 -0.0623


Run two
# C6H14O

One molecule with the formula C6H14O (wB97M-V/def2-TZVPD, the Open Molecules 2025 dataset).

**Multiplicity**: 1
**LUMO level**: 0.0346 hartree
**Charge**: 0
**HOMO level**: -10.2 eV

Atoms and positions in Å:
C -1.6399 -0.5348 -1.1360
C -1.1016 -0.2938 0.2750
C -2.1686 0.3709 1.1436
C 0.1872 0.5373 0.2650
C 1.4042 -0.2084 -0.2718
C 2.6733 0.6347 -0.1900
O 1.5409 -1.3959 0.5040
H -2.5154 -1.1941 -1.1160
H -0.8937 -1.0012 -1.7892
H -1.9457 0.4130 -1.5984
H -0.8489 -1.2631 0.7206
H -3.0832 -0.2328 1.1782
H -2.4354 1.3602 0.7494
H -1.8166 0.5040 2.1729
H 0.4197 0.8559 1.2903
H 0.0464 1.4527 -0.3282
H 1.2231 -0.4751 -1.3258
H 2.8507 0.9525 0.8443
H 2.5957 1.5267 -0.8234
H 3.5448 0.0562 -0.5174
H 1.9628 -2.0650 -0.0473


Run three
# C6H14O

A 2-piece molecular cluster, C6H14O overall (wB97M-V/def2-TZVPD, the Open Molecules 2025 dataset).

**Multiplicity**: 1
**LUMO level (alpha / beta)**: 0.0236 / 0.0363 hartree
**Charge**: 0
**HOMO level (alpha / beta)**: -10.3 / -7.9 eV

Atoms and positions in Å:
C 1.1543 -2.8319 -1.5065
C 0.8631 -1.4006 -1.6010
C -0.1977 -0.8797 -0.6229
C -0.0409 0.6126 -0.3369
C -0.9880 1.1265 0.7445
C -0.6320 2.5401 1.1711
O -1.5603 2.9554 2.1517
H 2.0636 -4.3217 4.0880
H 1.6503 -3.3529 -2.3202
H 0.9173 -3.3991 -0.6119
H 1.8168 -0.8599 -1.3976
H 0.6351 -1.1189 -2.6417
H -1.1984 -1.0906 -1.0214
H -0.1141 -1.4336 0.3212
H -0.1817 1.1892 -1.2625
H 0.9962 0.7936 -0.0164
H -2.0273 1.1112 0.3934
H -0.9408 0.4771 1.6280
H 0.3974 2.5479 1.5670
H -0.6497 3.2087 0.2939
H -1.2929 3.8263 2.4676


run two comes first in stability; the runner-up is 226.5 kJ/mol higher.


Run one
# C6H14O

A 2-piece molecular cluster, C6H14O overall (wB97M-V/def2-TZVPD, the Open Molecules 2025 dataset).

**Multiplicity**: 1
**LUMO level**: 0.0254 hartree
**Charge**: 0
**HOMO level**: -9.0 eV

Atoms and positions in Å:
C 1.3052 -1.2606 2.1248
C 1.5508 -1.4385 0.6528
C 0.2649 -0.9817 -0.0708
C 0.1577 -0.0131 -0.9792
C -1.1584 0.3696 -1.5915
C 1.3177 0.8534 -1.4179
H 0.4536 -1.9203 2.3617
H 1.0546 -0.2346 2.4430
H 2.1843 -1.6016 2.6970
H 2.4671 -0.8899 0.3614
H 1.7397 -2.5176 0.4936
H -0.6806 -1.4087 0.2886
H -1.1219 0.1411 -2.6699
H -1.3409 1.4503 -1.4668
H -2.0007 -0.1835 -1.1429
H 1.2936 1.0783 -2.4975
H 2.3116 0.4476 -1.1652
H 1.1689 1.7929 -0.8595
O -3.9639 2.2838 0.9977
H -3.9531 1.8773 0.1016
H -3.0500 2.1558 1.3391


Run two
# C6H14O

A 2-piece molecular cluster, C6H14O overall (wB97M-V/def2-TZVPD, the Open Molecules 2025 dataset).

**Multiplicity**: 1
**LUMO level (alpha / beta)**: 0.0388 / 0.0352 hartree
**Charge**: 0
**HOMO level (alpha / beta)**: -7.3 / -7.1 eV

Atoms and positions in Å:
C 1.1761 0.1877 -3.1528
C 0.5751 0.9790 -1.9934
C 0.1102 0.0817 -0.8479
C -0.4678 0.8758 0.3338
C -0.9890 0.0134 1.4338
O -0.3939 0.0532 2.5785
C -0.6391 -0.6608 3.6526
H 1.5156 0.8504 -3.9556
H 0.4422 -0.5050 -3.5818
H 2.0368 -0.4048 -2.8205
H 1.3147 1.6960 -1.6107
H -0.2731 1.5784 -2.3535
H -0.6451 -0.6253 -1.2201
H 0.9478 -0.5293 -0.4864
H -1.2653 1.5358 -0.0439
H 0.3071 1.5293 0.7530
H -1.9115 -0.5593 1.3507
H -0.1404 -2.2096 1.4936
H -1.5889 -1.1807 3.7089
H -0.0711 -0.3685 4.5244
H -0.0404 -2.3373 2.2374


run one comes first in stability; the runner-up is 342.5 kJ/mol higher.


Run one
# C6H14O

A 2-piece molecular cluster, C6H14O overall (wB97M-V/def2-TZVPD, the Open Molecules 2025 dataset).

**Multiplicity**: 1
**LUMO level**: 0.0298 hartree
**Charge**: 0
**HOMO level**: -8.7 eV

Atoms and positions in Å:
C 2.4410 -1.6154 -0.6480
O 2.2758 -0.8580 0.5607
C 2.3876 0.4342 0.4418
C -0.8104 0.5594 0.0141
C -1.5274 1.8849 0.2659
C -1.3188 -0.1213 -1.2569
C -0.9320 -0.3739 1.2189
H 2.7031 -0.9333 -1.4598
H 1.4953 -2.1249 -0.8514
H 3.2275 -2.3518 -0.4706
H 0.2543 0.7899 -0.1438
H 2.1897 0.7785 1.4874
H -1.1406 2.3714 1.1691
H -2.6058 1.7310 0.4032
H -1.3875 2.5759 -0.5731
H -0.8016 -1.0739 -1.4289
H -1.1594 0.5095 -2.1386
H -2.3930 -0.3358 -1.1836
H -0.3315 -1.2816 1.0838
H -1.9757 -0.6799 1.3702
H -0.5908 0.1151 2.1394


Run two
# C6H14O

C6H14O as an isolated structure (wB97M-V/def2-TZVPD, the Open Molecules 2025 dataset).

**Multiplicity**: 1
**LUMO level**: -0.0496 hartree
**Charge**: 0
**HOMO level**: -7.9 eV

Atoms and positions in Å:
C -1.2335 1.4252 -0.7833
O -1.6113 2.1584 -1.6821
C -0.1527 0.4916 -0.7724
C 0.1302 -0.3715 0.3303
C -0.0140 -1.8479 0.0027
C 1.3516 0.0084 1.2127
C 1.9552 -1.1309 1.9943
H 0.2339 0.1333 -1.7195
H -1.8407 1.3959 0.1580
H -1.9818 -0.2910 -4.3949
H -1.5490 0.0026 1.6718
H -1.7099 0.0859 -4.9698
H -0.8486 0.0101 1.2700
H 0.6960 -2.0496 -0.8096
H 0.1697 -2.4917 0.8572
H -0.9959 -2.0075 -0.3946
H 2.0476 0.4162 0.4855
H 1.0370 0.8107 1.8790
H 1.3191 -1.5837 2.7593
H 2.2650 -1.9555 1.3740
H 2.8543 -0.8472 2.5381


run one comes first in stability; the runner-up is 258.5 kJ/mol higher.